Entry 1:
{
  "formula": "C20H21N3O4",
  "method": "the ωB97M-V functional and the def2-TZVPD basis",
  "fmax_ev_per_a": 1.259,
  "homo_lumo_gap_ev": 7.91,
  "de_lowest_kj_mol": 225.6,
  "e_lumo_ev": -0.26,
  "smiles": "CCOC(=O)Cn1cc(/C=C(\\C#N)C(=O)N2CCOCC2)c2ccccc21",
  "charge": 0,
  "spin_multiplicity": 1,
  "elements": ["C", "H", "H", "H", "C", "H", "O", "C", "H", "H", "N", "C", "H", "H", "C", "H", "C", "H", "N", "C", "H", "H", "C", "C", "H", "C", "C", "H", "H", "N", "C", "H", "H", "C", "C", "C", "O", "C", "H", "H", "O", "C", "H", "C", "O", "C", "C", "H"],
  "positions_angstrom": [[2.462078, 3.166305, -1.060308], [5.118378, -3.782282, -1.247900], [2.911377, 3.160970, -2.058821], [-0.735725, -2.339118, 0.531523], [-5.126812, -0.447900, 0.910732], [-5.250934, -1.554860, -0.941128], [4.534125, 3.030217, 0.707586], [4.388840, -2.056077, -0.238354], [1.427687, 0.796443, 1.711830], [5.363069, -1.600062, -0.143115], [-3.739646, -0.048082, 0.763066], [4.245735, -3.280235, -0.858219], [-4.255921, 1.689888, -2.085132], [5.070021, 0.333587, 0.928583], [-2.763214, -0.904679, 1.153130], [4.113526, 0.944932, 2.284560], [1.853279, -3.279505, -0.512547], [-6.814552, -0.891177, -0.382005], [3.078437, -0.251401, 0.917109], [-5.745446, -0.693422, -0.466953], [0.609839, 4.067395, -1.647036], [0.890428, -3.755091, -0.620401], [-4.266998, 0.802045, -1.451052], [3.872548, 2.053658, 0.483193], [-3.722133, -0.012882, -1.955055], [0.945543, 3.166937, -1.141460], [-0.385403, -1.343398, 0.773988], [-5.157978, -1.355483, 1.514286], [-2.541805, 1.333664, -0.270069], [-0.840844, 1.997059, 1.676232], [2.995128, -3.884798, -0.991632], [0.602537, 2.297433, -1.696580], [0.509700, 3.133960, -0.145492], [3.242539, -1.443084, 0.249600], [-3.591218, 1.098910, -0.102890], [1.762981, -0.071835, 1.179791], [2.879662, 1.973341, -0.386828], [-1.062801, 0.901114, 1.400602], [-4.078763, 1.960600, 0.367016], [2.926996, -4.844919, -1.480648], [-5.617524, 0.447276, -1.288505], [-1.346585, -0.429373, 1.068889], [-5.666263, 0.359193, 1.417515], [1.020589, -1.139371, 0.712458], [-3.011283, -2.012656, 1.596517], [1.970142, -2.044776, 0.118394], [4.088251, 0.719723, 1.211522], [2.838411, 4.031799, -0.505971]],
  "forces_ev_per_a": [[-0.17, 0.62, -0.20], [0.08, -0.02, -0.02], [0.02, 0.00, 0.17], [-0.12, -0.03, 0.05], [-0.27, -0.26, -0.09], [-0.05, 0.05, 0.05], [0.08, -0.05, 0.08], [0.12, 0.07, 0.00], [-0.01, 0.20, 0.05], [0.09, 0.03, 0.01], [-0.16, 0.01, 0.10], [0.10, 0.07, 0.01], [0.08, -0.05, 0.02], [-0.13, 0.07, 0.06], [-0.09, -0.05, 0.08], [0.05, -0.04, -0.19], [0.08, 0.01, 0.01], [0.07, -0.06, 0.02], [-0.20, -0.06, 0.20], [0.02, -0.10, 0.33], [-0.05, 0.10, -0.08], [-0.10, -0.07, -0.03], [0.31, 0.18, 0.15], [0.28, -0.12, 0.16], [-0.02, 0.08, 0.03], [0.40, -0.17, 0.13], [-0.44, 0.50, 0.11], [-0.05, 0.13, -0.05], [-0.16, 0.04, -0.04], [0.06, 0.11, 0.08], [-0.12, -0.14, -0.05], [-0.10, -0.07, -0.08], [-0.04, 0.05, 0.03], [-0.26, -0.62, -0.27], [-0.04, 0.15, -0.55], [-0.31, -0.28, 0.06], [-0.22, -0.25, -0.11], [0.30, 0.72, 0.23], [0.11, -0.01, -0.05], [-0.02, -0.08, -0.04], [-0.14, 0.08, -0.05], [0.02, -1.23, -0.27], [-0.01, -0.05, -0.03], [0.46, 0.28, 0.11], [0.09, -0.24, -0.03], [0.35, 0.22, 0.02], [0.16, 0.45, 0.03], [-0.04, -0.16, -0.15]],
  "lowdin_charge": [-0.194, 0.101, 0.130, 0.131, -0.107, 0.132, 0.121, -0.011, 0.126, 0.104, -0.045, -0.090, 0.128, 0.135, -0.423, 0.150, -0.019, 0.128, -0.037, -0.179, 0.079, 0.110, -0.185, -0.473, 0.131, -0.060, 0.065, 0.125, 0.105, 0.193, -0.091, 0.078, 0.047, -0.153, -0.121, 0.023, 0.000, -0.216, 0.139, 0.101, -0.129, -0.134, 0.135, -0.126, 0.068, -0.111, -0.003, 0.122]
}



Entry 2:
{
  "formula": "C27H46BrMgNP2S",
  "method": "the ωB97M-V functional and the def2-TZVPD basis",
  "fmax_ev_per_a": 2.266,
  "homo_lumo_gap_ev": 4.92,
  "de_lowest_kj_mol": 59.3,
  "e_lumo_ev": -6.83,
  "charge": 2,
  "spin_multiplicity": 1,
  "elements": ["H", "H", "C", "C", "H", "H", "C", "P", "C", "H", "S", "H", "C", "H", "H", "C", "H", "C", "H", "H", "P", "C", "H", "H", "H", "C", "C", "H", "H", "H", "Mg", "H", "H", "H", "H", "H", "H", "H", "H", "H", "C", "H", "C", "H", "H", "C", "C", "C", "H", "H", "H", "C", "C", "Br", "C", "H", "H", "H", "H", "H", "H", "H", "H", "C", "C", "H", "C", "H", "C", "N", "H", "C", "C", "C", "H", "H", "C", "C", "H"],
  "positions_angstrom": [[0.827441, -2.752004, -4.518796], [6.638732, -2.143107, -3.273752], [-3.451488, 2.470059, -4.020212], [-5.941866, 5.311814, -4.341441], [-3.464350, 2.408410, -1.331700], [0.856502, 1.007904, -3.402565], [-6.403925, 4.194113, -6.786596], [-0.569238, -2.146013, -1.067504], [4.447971, -1.739384, 0.203435], [4.129988, -2.675665, -0.279583], [-0.435265, 0.142601, 2.308989], [7.082911, 1.572346, -0.818372], [-0.066802, 2.067873, -1.734297], [-2.952852, -0.951153, 0.066328], [-3.873554, -2.478138, -0.235453], [6.112666, 1.861152, -1.235872], [-2.517600, -3.190851, -2.037512], [-2.295891, -2.156490, -1.714812], [-1.462037, -5.353641, 0.767375], [0.386944, 1.957255, 3.707105], [5.408799, -0.810151, -1.034801], [-3.362920, -1.623330, -0.721511], [0.405858, -3.990572, 0.030659], [5.925156, 2.889219, -0.916190], [-5.042916, 2.632056, -6.238305], [-0.567663, -3.491100, 0.185630], [0.047926, -2.473317, -3.806709], [-2.724232, -0.569322, 2.273456], [5.439283, -3.343003, -2.796055], [-1.372221, 2.458898, 0.029043], [-0.692702, 0.210012, -0.347228], [-4.104630, -1.003307, -1.256662], [-6.634149, 3.763865, -7.754225], [-5.820829, 5.847455, -3.390227], [1.469556, -2.138153, -2.233656], [-0.554647, -2.972355, 1.164193], [-1.318981, 0.994308, -4.687627], [5.486268, -1.110894, 2.018077], [-2.231779, -0.053203, 3.898357], [3.683042, -1.590822, -2.541584], [0.538533, -2.700354, -2.385875], [-4.389476, 3.848745, -2.651178], [-1.273638, 1.345715, -3.667792], [4.740108, -0.388126, -3.287503], [4.864398, 1.042878, 0.343366], [-1.329985, 2.126318, -1.006954], [5.574178, -2.389271, -3.310486], [-0.063714, 1.419716, -2.973342], [-0.839191, -3.073380, -4.015858], [6.194790, 1.859577, -2.328084], [5.313788, -2.534812, -4.361325], [-5.507153, 3.549743, -5.918819], [-4.349946, 3.437275, -3.670949], [1.448004, 2.769460, -0.782639], [-0.030432, 1.896063, 2.683999], [4.030528, 1.153420, -1.221549], [0.759507, -3.758288, -2.186337], [0.703221, 2.292923, 1.957503], [-3.398731, 2.203534, -5.086257], [6.282976, -2.431799, 1.137682], [-2.659306, -4.096354, 0.520070], [-7.277399, 6.846045, -5.124537], [-1.904359, -4.880800, -0.886461], [-5.254693, 4.091303, -4.639616], [4.994476, 0.939738, -0.743037], [-2.296601, -1.531654, -2.619381], [-6.778133, 5.894479, -5.309346], [-0.185623, -1.427746, -4.023057], [-2.440519, 1.920860, -3.136633], [-7.016828, 5.341044, -6.500342], [-2.585373, 1.165099, 2.637818], [-2.159074, 0.177737, 2.832310], [-2.520494, 2.089499, -1.756700], [4.729557, -1.288709, -2.664659], [-0.960440, 2.493362, 2.621326], [3.543359, -1.168443, 0.455891], [-1.718659, -4.501757, 0.127117], [5.313233, -2.022893, 1.438588], [4.838904, -2.768414, 2.081448]],
  "forces_ev_per_a": [[-0.08, -0.11, 0.10], [-0.16, 0.03, 0.07], [-1.10, 0.48, -0.39], [0.35, -0.42, -0.17], [0.07, -0.33, 0.30], [-0.26, 0.57, 0.01], [0.44, -0.10, 0.56], [-1.14, -0.29, -0.07], [-0.36, -0.08, -0.07], [0.08, 0.12, 0.16], [0.05, 0.84, -0.73], [-0.22, -0.09, -0.10], [-0.96, -0.60, 1.92], [-0.05, -0.40, -0.14], [0.22, 0.77, -0.09], [-0.09, 0.27, 0.06], [-0.12, 0.58, 0.10], [-0.05, -0.07, -0.39], [-0.04, 0.14, -0.21], [-0.27, -0.02, -0.60], [1.98, -0.45, 0.07], [-0.09, -0.13, -0.26], [-0.34, 0.19, 0.35], [-0.01, 0.00, -0.12], [-0.02, -0.16, -0.07], [0.31, 0.44, 0.53], [-0.06, -0.11, -0.34], [0.05, -0.03, 0.13], [0.05, 0.02, 0.00], [0.15, 0.32, -0.07], [0.61, -0.86, 1.01], [0.21, -0.48, 0.25], [0.07, -0.03, 0.02], [0.06, -0.44, -0.36], [-0.01, -0.29, 0.02], [0.17, -0.55, -0.29], [0.26, -0.11, -0.12], [0.04, -0.14, -0.06], [0.05, 0.08, -0.19], [-0.10, -0.06, -0.23], [0.57, 0.10, -0.10], [0.06, -0.25, -0.42], [0.06, 0.34, 0.37], [-0.01, -0.04, -0.02], [0.01, 0.02, -0.16], [0.23, 1.56, -1.63], [-0.04, -0.07, -0.11], [0.22, -0.08, -0.14], [0.07, 0.07, -0.09], [0.01, -0.06, 0.16], [-0.09, -0.02, 0.07], [-0.39, 0.65, 0.33], [0.50, -0.21, -0.34], [-0.34, -0.68, -0.62], [0.25, 0.34, 0.21], [0.02, 0.30, 0.08], [-0.04, 0.23, -0.21], [-0.34, -0.37, 0.48], [0.09, -0.03, 0.61], [-0.15, 0.16, 0.02], [0.29, -0.01, -0.15], [0.14, -0.25, 0.10], [0.13, 0.00, 0.30], [-0.95, 0.82, -0.50], [-0.37, -0.02, -0.04], [0.04, -0.19, 0.13], [0.41, -0.49, 0.17], [-0.06, 0.00, 0.18], [-0.28, 0.26, -0.43], [0.16, -0.07, 0.25], [0.03, -0.19, 0.04], [-0.50, -0.18, 0.20], [0.72, 0.24, 0.39], [-0.31, 0.32, -0.04], [0.56, -0.31, 0.06], [-0.12, -0.17, 0.15], [-0.05, -0.17, 0.03], [-0.20, -0.21, -0.03], [-0.02, 0.16, 0.09]],
  "lowdin_charge": [0.092, 0.068, -0.030, -0.001, 0.134, 0.138, -0.115, 0.905, -0.458, 0.071, 0.772, 0.071, -0.687, 0.030, 0.087, -0.168, 0.092, -0.393, 0.093, 0.067, 0.936, -0.115, 0.094, 0.066, 0.097, -0.360, -0.124, 0.027, 0.067, 0.107, 0.598, 0.090, 0.114, 0.114, 0.060, 0.073, 0.136, 0.068, 0.065, 0.039, -0.381, 0.122, 0.011, 0.074, 0.075, -0.239, -0.170, -0.090, 0.082, 0.070, 0.068, -0.012, 0.010, 0.895, -0.344, 0.023, 0.101, -0.003, 0.119, 0.067, 0.069, 0.116, 0.081, -0.200, -0.463, 0.072, -0.118, 0.052, -0.204, 0.076, 0.051, -0.360, -0.005, -0.444, 0.052, 0.055, -0.119, -0.173, 0.066]
}